one | This record from OMol25 describes the molecule C4H13N3. The level of theory is ωB97M-V with the def2-TZVPD basis set.

XYZ file:
```
20
Properties=species:S:1:pos:R:3:lowdin_charge:R:1
N -1.55681 -2.00125 0.47704 -0.01
C -0.70821 -1.34345 1.53620 -0.29
C 0.51274 -0.72787 0.92691 -0.17
C 0.18823 0.30889 -0.20073 -0.44
N -0.88308 1.20201 0.12133 0.06
C 1.42337 0.99049 -0.73061 -0.24
N 1.18826 1.62900 -2.09322 -0.01
H -0.91444 -2.33338 -0.23736 0.05
H -1.97743 -2.83566 0.88177 0.06
H -1.38650 -0.67516 2.06505 0.10
H -0.44427 -2.12761 2.25127 0.10
H 1.04080 -1.51679 0.37415 0.11
H 1.20194 -0.28718 1.64765 0.11
H -0.11113 -0.24577 -1.10814 0.12
H -0.70359 2.12660 0.41856 0.06
H -1.79728 0.79927 0.25476 0.07
H 2.31404 0.38312 -0.84258 0.10
H 1.68975 1.85268 -0.10830 0.11
H 0.38820 1.13935 -2.45661 0.04
H 0.89334 2.57253 -1.86796 0.05
```

Properties
net charge	0
molar mass	103.17	g mol⁻¹
HOMO	-8.74	eV
Kohn-Sham gap	9.79	eV
structure (SMILES)	NCC[C@@H](N)CN



two | This record from OMol25 describes a cluster of 3 separate species, C4H13N3 in total. The level of theory is ωB97M-V with the def2-TZVPD basis set.

XYZ file:
```
20
Properties=species:S:1:pos:R:3:lowdin_charge:R:1
C -0.60647 0.60712 -0.18235 -0.41
C 1.74401 0.61463 0.16445 -0.16
C 0.33674 1.51489 -2.11464 0.00
C -0.63464 -2.10468 1.53120 -0.23
N 0.53955 -0.01039 -0.36612 -0.08
N -0.27467 -0.71578 1.70211 -0.03
N -1.76866 0.08636 -0.62611 0.11
H 0.64135 -0.67934 2.14697 0.03
H -0.69729 1.53029 0.38832 0.14
H -1.73251 -0.86649 -0.95546 0.10
H -2.60610 0.35278 -0.13651 0.10
H 2.27671 -0.12787 0.75691 0.07
H 2.40091 0.90426 -0.65685 0.07
H 1.04016 0.89245 -2.65113 0.01
H -0.65508 1.56572 -2.54261 0.00
H 0.73753 2.44526 -1.72761 0.01
H 1.54656 1.49393 0.78852 0.08
H -0.79625 -2.60337 2.50254 0.07
H -1.58897 -2.18105 0.99600 0.05
H 0.09710 -2.71871 0.98239 0.07
```

Properties
net charge	0
molar mass	103.17	g mol⁻¹
HOMO (alpha / beta)	-6.68 / -8.00	eV
Kohn-Sham gap (alpha / beta)	7.31 / 9.05	eV



three | This record from OMol25 describes the molecule C4H13N3. The level of theory is ωB97M-V with the def2-TZVPD basis set.

XYZ file:
```
20
Properties=species:S:1:pos:R:3:lowdin_charge:R:1
N 1.25730 -0.30022 2.87956 0.00
C 0.10242 -0.95423 2.30402 -0.30
C -0.61745 -0.03942 1.32509 -0.23
N 0.07560 0.08497 0.03061 -0.09
C -0.62597 -0.27987 -1.15263 -0.27
C 0.08767 0.27344 -2.38775 -0.27
N 0.01215 1.74989 -2.47922 -0.01
H 1.92123 -0.99387 3.21452 0.07
H 1.79248 0.17578 2.15967 0.06
H 0.29151 -1.87261 1.73378 0.11
H -0.65911 -1.19272 3.04574 0.10
H -0.77027 0.97037 1.72630 0.11
H -1.60221 -0.42737 1.11095 0.10
H 1.06321 0.20623 0.13760 0.10
H -0.74485 -1.35841 -1.34023 0.11
H -1.61928 0.14654 -1.05999 0.11
H 1.11665 -0.06135 -2.24703 0.10
H -0.34135 -0.15624 -3.28043 0.10
H 0.18194 1.95507 -3.45655 0.05
H -0.92165 2.07400 -2.26402 0.06
```

Properties
net charge	0
molar mass	103.17	g mol⁻¹
HOMO	-8.05	eV
Kohn-Sham gap	9.17	eV
structure (SMILES)	NCCNCCN



Pick the most stable structure from those above. Pick: one